36
Properties=species:S:1:pos:R:3:nbo_charge:R:1 method="wB97M-V/def2-TZVPD" total_energy_ev=-33380.3093 lumo_energy_ev=0.651 homo_ha=-0.3184 smiles="C=CCc1cc(Cl)ccc1OCCCn1ccnc1" gap_ev=9.314
C 0.89726 -3.15174 -2.39368 -0.395
C 0.52950 -2.54700 -1.28087 -0.157
C 1.35132 -2.50007 -0.02630 -0.469
C 1.67706 -1.06941 0.31623 -0.033
C 2.68421 -0.41362 -0.36999 -0.203
C 2.97626 0.91196 -0.09473 -0.057
Cl 4.23736 1.71168 -0.96770 0.003
C 2.26614 1.59729 0.87299 -0.231
C 1.25439 0.95170 1.56281 -0.240
C 0.94514 -0.37681 1.29316 0.278
O -0.02489 -1.09602 1.93712 -0.510
C -0.99520 -0.42733 2.71198 -0.062
C -1.96706 0.37608 1.84415 -0.439
C -2.69273 -0.54649 0.85623 -0.207
N -3.32025 0.19776 -0.19852 -0.344
C -2.69296 0.72439 -1.29406 -0.117
C -3.65310 1.39895 -1.99021 -0.091
N -4.84589 1.30281 -1.34759 -0.457
C -4.61445 0.58660 -0.28389 0.163
H 0.27657 -3.15499 -3.27336 0.202
H 1.83446 -3.67850 -2.46973 0.190
H -0.41651 -2.02297 -1.23422 0.188
H 0.78760 -2.94349 0.79632 0.240
H 2.27328 -3.06459 -0.17184 0.218
H 3.23980 -0.94276 -1.12853 0.228
H 2.49566 2.62815 1.09039 0.229
H 0.71858 1.50399 2.31836 0.213
H -0.52937 0.21462 3.46860 0.182
H -1.52999 -1.23082 3.22648 0.196
H -2.68454 0.89247 2.48274 0.219
H -1.41193 1.12601 1.27620 0.221
H -1.96345 -1.23561 0.41848 0.215
H -3.45531 -1.13297 1.37555 0.210
H -1.64887 0.57201 -1.47997 0.218
H -3.56347 1.94235 -2.90904 0.207
H -5.35154 0.31633 0.44619 0.191